This record from the Open Molecules 2025 dataset describes a cluster of 5 separate species, C26H36BrF14N5O14P in total in a non-equilibrium geometry. The level of theory is ωB97M-V/def2-TZVPD.

Positions of all 97 atoms, in Å:
C1 -4.88 5.13 3.64
C2 -4.67 3.59 4.06
O1 -4.93 3.49 5.50
C3 -3.16 3.10 3.83
N1 -2.92 2.15 2.70
C4 -3.86 1.18 2.09
C5 -3.75 -0.33 2.69
C6 -5.19 -0.86 3.25
Br1 -3.25 -1.64 1.23
C7 -1.66 2.12 2.21
N2 -0.49 2.91 2.60
C8 0.72 2.64 1.87
P1 2.44 3.42 1.99
O2 3.45 2.44 2.59
O3 2.29 4.77 3.05
O4 3.02 4.04 0.49
N3 0.25 1.56 0.98
N4 1.14 0.96 0.10
C9 1.18 -0.52 0.26
O5 1.70 -0.98 1.31
F1 0.70 -1.46 -0.69
C10 0.83 1.37 -1.30
O6 1.81 1.56 -2.07
F2 -0.50 1.58 -1.80
N5 -1.09 1.30 1.17
H1 -5.70 5.63 4.26
H2 -3.90 5.76 3.76
H3 -5.21 5.21 2.53
H4 -5.49 2.97 3.56
H5 -4.22 3.99 5.98
H6 -2.51 4.05 3.70
H7 -2.77 2.60 4.80
H8 -4.97 1.47 2.12
H9 -3.60 1.08 0.96
H10 -2.96 -0.34 3.53
H11 -5.40 -0.50 4.32
H12 -6.04 -0.59 2.50
H13 -5.18 -2.02 3.30
H14 2.09 5.55 2.45
H15 2.82 3.40 -0.25
H16 -1.56 0.56 0.61
C11 0.46 1.55 -4.84
C12 1.70 1.68 -5.69
O7 1.36 1.69 -7.09
C13 0.91 2.86 -7.57
O8 0.77 3.87 -6.91
C14 0.63 2.75 -9.07
F3 -0.07 1.64 -9.38
F4 1.77 2.71 -9.79
F5 -0.09 3.79 -9.55
H17 -0.12 0.67 -5.13
H18 0.72 1.47 -3.78
H19 -0.20 2.42 -4.96
H20 2.35 0.81 -5.53
H21 2.29 2.56 -5.43
C15 -4.89 -7.71 -1.77
C16 -4.06 -7.74 -0.50
O9 -3.01 -6.76 -0.56
C17 -3.37 -5.49 -0.29
O10 -4.49 -5.15 -0.01
C18 -2.16 -4.57 -0.34
F6 -1.39 -4.77 -1.43
F7 -1.35 -4.74 0.73
F8 -2.50 -3.26 -0.36
H22 -4.26 -7.84 -2.65
H23 -5.64 -8.51 -1.75
H24 -5.41 -6.76 -1.88
H25 -3.57 -8.72 -0.41
H26 -4.67 -7.60 0.39
C19 2.41 -1.61 4.14
C20 1.68 -2.91 3.84
O11 1.81 -3.83 4.93
C21 1.00 -3.62 5.98
O12 0.20 -2.71 6.06
C22 1.21 -4.69 7.05
F9 2.52 -4.92 7.30
F10 0.68 -5.88 6.67
F11 0.64 -4.38 8.23
H27 3.46 -1.81 4.39
H28 2.38 -0.94 3.28
H29 1.98 -1.10 5.00
H30 2.13 -3.38 2.96
H31 0.62 -2.73 3.61
C23 4.67 0.97 -3.30
C24 5.64 2.13 -3.15
O13 6.96 1.75 -3.58
C25 7.16 1.76 -4.91
O14 6.32 2.05 -5.73
C26 8.61 1.38 -5.24
F12 9.03 0.30 -4.54
F13 9.46 2.38 -4.93
F14 8.80 1.10 -6.54
H32 5.04 0.09 -2.78
H33 3.69 1.24 -2.90
H34 4.55 0.69 -4.35
H35 5.72 2.40 -2.09
H36 5.30 3.02 -3.68

Properties
**ΔE to the lowest compared entry with this formula, charge and spin**: 177.4 kcal/mol
**DFT total energy**: -6652.57380 hartree
**Net charge**: +1